Entry 1:
10
Properties=species:S:1:pos:R:3:forces:R:3 method="wB97M-V/def2-TZVPD" e_above_lowest_kj_mol=175.44 homo_ha=-0.164 charge=-1 spin_multiplicity=1
I -0.6266 0.0730 0.4999 -2.5 0.2 0.7
O 1.8238 1.3283 1.4125 2.4 1.2 1.0
H 1.7652 2.1484 0.9223 -0.1 0.1 -0.1
H 1.0328 0.8469 1.1703 0.0 -0.1 0.1
O 1.0701 -2.2689 0.2294 1.6 -2.0 -0.3
H 0.5491 -1.5323 0.5491 0.0 0.1 0.2
H 0.4347 -2.8472 -0.1924 -0.2 0.0 -0.1
O -2.3489 0.8863 -1.6840 -1.5 0.6 -1.8
H -1.9800 1.0794 -0.8221 0.1 0.1 0.2
H -1.7203 0.2861 -2.0851 0.2 -0.1 0.2

***

Entry 2:
20
Properties=species:S:1:pos:R:3:forces:R:3 method="wB97M-V/def2-TZVPD" e_above_lowest_kj_mol=69.55 homo_ha=-0.614 charge=+2 spin_multiplicity=1
C 1.9416 -4.5618 1.8530 -1.0 -0.2 -1.0
C -0.0172 -5.1218 1.2749 -2.0 -2.3 1.3
C -0.2480 -2.2591 -0.3481 -0.4 1.3 -0.4
C -0.1049 -3.6982 -0.7527 0.1 -0.1 -0.2
C -1.6196 11.6624 -1.6348 -0.5 -1.6 -1.3
N 1.7695 -4.0111 0.6990 0.7 0.0 0.6
N 0.8670 -5.3084 2.2709 1.9 2.7 -3.5
N 0.5538 -4.3751 0.3599 -1.6 -0.5 -0.5
O -0.7396 12.1509 -2.3765 2.6 0.4 1.5
H 2.8213 -4.3758 2.3013 2.7 0.0 2.2
H -0.9854 -5.7133 1.3493 1.1 1.5 -0.8
H -0.7976 -2.2484 0.5984 -0.2 0.5 -0.3
H 0.7357 -1.8185 -0.1721 0.0 -0.1 0.0
H -0.7131 -1.6042 -1.1464 0.2 -1.0 1.0
H 0.5328 -3.7602 -1.6365 -0.3 -0.5 0.0
H -1.0460 -4.2322 -0.7957 -0.3 0.2 -0.8
H -2.6241 11.9552 -2.0666 0.7 -0.5 1.2
H -1.4060 10.8066 -0.8785 -0.4 1.9 -0.8
H 0.8083 -5.5566 3.1946 -0.9 -1.4 2.5
H 0.2713 12.0695 -2.0934 -2.4 -0.3 -0.7

***

Number 1: HOMO-LUMO gap 8.09 eV, E_LUMO 3.62 eV. Number 2: HOMO-LUMO gap 8.29 eV, E_LUMO -8.41 eV.